{"formula": "H2NO4S", "method": "the ωB97M-V functional and the def2-TZVPD basis", "total_charge": -1, "smiles": "O=S(=O)([O-])NO", "elements": ["N", "O", "O", "O", "O", "S", "H", "H"], "coordinates": [[-0.87449, -0.68110, 0.36578], [1.78182, -0.57603, 1.05226], [1.27288, -0.80267, -1.35621], [0.80448, 1.38385, -0.08343], [-1.59142, 0.52261, 0.42449], [0.95584, -0.13577, -0.07460], [-1.30013, -1.05101, -0.47760], [-1.04898, 1.34012, 0.14929]], "forces_ev_per_a": [[2.3415, 1.0711, -0.6382], [-0.9080, 0.1141, -0.9068], [-0.6568, 0.9874, 1.2802], [0.0498, -2.9432, -0.5757], [-1.0520, 2.3766, 0.5488], [-0.5940, 0.9999, 0.4696], [0.8172, -0.5448, -0.4967], [0.0024, -2.0610, 0.3190]], "nbo_charge": [-0.5103, -0.9819, -0.9901, -1.0159, -0.6568, 2.3421, 0.3219, 0.4911]}


{"formula": "C2H7N2O4S2", "method": "the ωB97M-V functional and the def2-TZVPD basis", "total_charge": -1, "elements": ["C", "C", "N", "N", "O", "O", "O", "O", "S", "S", "H", "H", "H", "H", "H", "H", "H"], "coordinates": [[0.63692, -0.93858, -0.24482], [1.07427, 0.31491, 0.40874], [0.13968, 0.94029, 0.97502], [1.22823, -1.23711, -1.54606], [2.90450, 1.05832, -1.24342], [-3.69016, 1.01526, 1.77842], [3.87941, 0.31016, 0.95208], [-3.51921, -0.71433, -0.35260], [2.82710, 1.12433, 0.25154], [-4.06999, 0.75964, 0.11431], [0.83582, -1.77549, 0.37499], [-0.45662, -0.98423, -0.49874], [-2.82728, 1.19605, 1.87506], [0.41538, 1.77558, 1.43659], [2.26272, -1.31002, -1.46507], [0.94293, -0.70087, -2.33844], [-2.58370, -0.83392, -0.47760]], "forces_ev_per_a": [[-0.6104, -0.3553, -2.8155], [-0.0367, 0.1593, 0.2864], [-1.1033, -0.3142, 0.1085], [1.6782, -1.8343, 0.6279], [0.3036, 0.0227, 0.4366], [-5.7576, -1.9195, -2.1531], [-1.1587, -0.0031, -0.6198], [-1.5348, -0.2354, 0.7040], [0.2769, 0.2395, 0.0290], [1.1758, 0.3167, 1.3081], [0.2540, -0.8237, 0.8621], [0.5806, 0.5260, 0.9593], [5.3191, 1.1547, 0.1577], [0.7996, 1.1048, 0.4701], [-1.2663, 0.5378, -0.4785], [0.1079, 0.7345, 0.1468], [0.9723, 0.6894, -0.0296]], "nbo_charge": [-0.2692, 0.0661, -0.7145, -0.8577, -1.0484, -0.8448, -1.0315, -0.8664, 1.4451, 0.7286, 0.1993, 0.1512, 0.4781, 0.3235, 0.3795, 0.3628, 0.4982]}


{"formula": "C14H16O", "method": "the ωB97M-V functional and the def2-TZVPD basis", "total_charge": 0, "smiles": "Cc1ccc(O)cc1.Cc1ccccc1", "elements": ["C", "C", "C", "C", "C", "C", "C", "H", "H", "H", "H", "H", "H", "H", "H", "C", "C", "C", "C", "C", "C", "C", "O", "H", "H", "H", "H", "H", "H", "H", "H"], "coordinates": [[-0.30785, -3.93274, -0.53103], [-0.69242, -2.68260, 0.25238], [0.34973, -1.80127, 0.58161], [-2.05637, -2.42663, 0.40943], [-0.05311, -0.59187, 1.23266], [-2.30428, -1.22459, 1.02813], [-1.35741, -0.32469, 1.52810], [0.75045, -4.11307, -0.59505], [-0.59229, -3.77715, -1.58154], [1.39062, -1.93267, 0.30611], [-2.90909, -3.03896, 0.15033], [0.79106, -0.04611, 1.68934], [-3.34249, -0.92601, 1.16020], [-1.75014, 0.53109, 2.03534], [-0.88472, -4.82336, -0.23440], [-1.44457, 2.99393, -0.22913], [0.37002, 1.92422, -1.57999], [-0.01414, 2.50630, -0.39113], [1.53819, 1.09221, -1.65231], [2.40244, 1.09238, -0.55306], [0.95284, 2.55189, 0.63021], [2.16637, 1.99505, 0.48742], [3.46923, 0.27227, -0.25817], [-0.22043, 1.92996, -2.46925], [1.85090, 0.60491, -2.65335], [-1.48584, 3.47891, 0.79057], [-2.16583, 2.17630, -0.09036], [0.76456, 3.16237, 1.54706], [3.68557, -0.20245, -1.07762], [2.98950, 2.13589, 1.19007], [-1.89052, 3.39650, -1.12255]], "forces_ev_per_a": [[-1.0249, 0.1087, -0.6598], [1.5323, -1.7902, -1.7718], [-2.6753, 1.4202, 0.6151], [1.1500, 1.5488, 1.0820], [2.6727, -1.0784, 0.8652], [-1.6901, 0.8086, 0.5068], [-0.6571, -1.0158, -1.1161], [0.4461, -0.2459, 0.4949], [-0.1003, 0.0628, 0.0978], [-0.2007, -0.3645, 0.1865], [0.4558, -0.3783, -0.2905], [-0.7449, 0.2657, -0.5570], [-0.0306, -0.1389, 0.0942], [0.3463, 0.4820, 0.3008], [0.4768, 0.2220, 0.1811], [0.3297, -0.9450, 1.9526], [1.6686, -1.7749, 0.1159], [-0.6011, -0.2288, -0.4322], [0.7139, 0.3856, -1.0745], [-0.3288, 0.4057, 0.5290], [-1.6385, 2.0833, 0.8205], [1.2484, -0.9941, 0.0355], [-0.1006, -0.1608, -1.7694], [-0.6384, 0.1769, -0.2727], [-0.7513, 0.5822, 1.8731], [-0.3884, 0.5311, -1.5633], [0.5815, -0.5779, 0.1758], [-0.0282, -0.5511, -0.8448], [0.1703, -0.0434, 0.3790], [-0.4615, -0.1494, 0.0948], [0.2682, 1.3539, -0.0484]], "nbo_charge": [-0.6307, 0.0004, -0.2391, -0.2410, -0.1680, -0.1754, -0.2611, 0.2117, 0.2128, 0.2210, 0.2223, 0.2160, 0.1953, 0.2172, 0.2145, -0.6390, -0.1875, -0.0478, -0.2990, 0.2950, -0.1897, -0.2686, -0.6681, 0.2097, 0.2178, 0.2181, 0.2206, 0.2124, 0.4753, 0.2265, 0.2283]}


{"formula": "C26H18AuClINO4", "method": "the ωB97M-V functional and the def2-TZVPD basis", "total_charge": 0, "elements": ["Au", "Cl", "C", "C", "C", "C", "O", "C", "C", "O", "C", "H", "H", "H", "H", "N", "C", "C", "C", "C", "C", "C", "C", "C", "C", "C", "C", "C", "H", "H", "H", "H", "H", "H", "H", "H", "H", "H", "I", "C", "C", "C", "C", "C", "C", "C", "O", "O", "H", "H", "H", "H"], "coordinates": [[-0.41200, -1.54323, -0.42542], [6.74319, -1.15051, 0.40187], [5.07700, -1.01490, -0.06779], [4.59344, 0.23767, -0.52403], [3.30133, 0.39056, -0.92064], [2.38199, -0.69659, -0.86581], [1.18735, -0.52079, -1.28984], [2.87904, -1.94717, -0.38331], [2.06893, -3.09153, -0.34013], [0.82205, -3.18146, -0.52264], [4.24707, -2.08323, -0.00794], [5.27308, 1.07974, -0.54906], [2.92539, 1.34350, -1.26671], [2.56320, -4.04966, -0.15274], [4.61073, -3.04517, 0.33086], [-1.56488, 0.08151, -0.35287], [-2.99463, 0.10408, -0.51438], [-3.51810, 1.37443, -0.73336], [-4.87471, 1.54798, -0.91195], [-5.70633, 0.43836, -0.85883], [-5.17683, -0.81372, -0.61949], [-3.80291, -1.02891, -0.44687], [-3.28609, -2.37078, -0.04697], [-4.18485, -3.42406, 0.17097], [-3.80992, -4.59730, 0.79547], [-2.51162, -4.75335, 1.25132], [-1.57862, -3.76956, 0.96878], [-1.95034, -2.62310, 0.27371], [-1.10249, 0.75421, -1.02102], [-1.18824, 0.52451, 0.52535], [-2.83454, 2.21439, -0.77286], [-5.27721, 2.53581, -1.08828], [-6.77470, 0.54896, -0.98706], [-5.86504, -1.64079, -0.54698], [-5.21486, -3.32235, -0.13424], [-4.54187, -5.37926, 0.94737], [-2.21615, -5.64095, 1.79466], [-0.55358, -3.91349, 1.27218], [5.25437, 6.27670, 1.10436], [3.67957, 4.93432, 0.80966], [3.48065, 3.90588, 1.71969], [2.43560, 3.01740, 1.51661], [1.59690, 3.15168, 0.41739], [1.81067, 4.18749, -0.48307], [2.85128, 5.08480, -0.29284], [0.47713, 2.15987, 0.18607], [-0.23545, 2.31538, -0.83492], [0.35705, 1.22594, 1.02611], [4.13300, 3.79947, 2.57550], [2.25743, 2.20305, 2.20589], [1.15167, 4.27408, -1.33663], [3.01683, 5.89011, -0.99515]], "forces_ev_per_a": [[-0.1034, -0.2252, -0.4250], [-0.0128, -0.0013, 0.0017], [-0.0160, 0.0278, -0.0134], [0.0423, -0.0467, 0.0352], [-0.0515, -0.0382, -0.0820], [0.2325, 0.0384, 0.0161], [-0.3425, 0.1521, 0.0923], [-0.0591, 0.0028, 0.0720], [0.0055, 0.0647, -0.2042], [-0.0402, -0.0852, 0.3981], [-0.0060, -0.0098, -0.0018], [-0.0037, 0.0072, -0.0027], [0.0118, 0.0030, -0.0136], [0.0229, -0.0012, -0.0201], [0.0046, 0.0011, 0.0102], [0.5636, -0.0620, -0.0969], [-0.0324, 0.0530, -0.0272], [-0.0272, 0.0365, -0.1230], [-0.0137, -0.0337, -0.0023], [0.0013, 0.0195, 0.0069], [0.0022, -0.0112, -0.0648], [0.0262, 0.0066, 0.0612], [-0.0094, 0.0662, 0.1221], [-0.0213, 0.0599, 0.0454], [0.0023, -0.0240, -0.0053], [0.0379, 0.0180, 0.0021], [-0.1283, -0.0246, -0.0931], [0.1703, -0.1253, 0.0010], [-0.1269, 0.0998, 0.3338], [-0.0412, 0.0260, -0.0005], [0.0166, -0.0102, 0.0080], [-0.0030, 0.0085, 0.0049], [-0.0035, -0.0039, -0.0059], [0.0010, 0.0029, -0.0393], [-0.0034, -0.0038, 0.0506], [-0.0095, 0.0061, 0.0109], [0.0029, -0.0045, -0.0077], [0.0706, -0.0164, -0.0375], [0.0019, -0.0022, -0.0017], [0.0047, 0.0019, -0.0055], [0.0053, -0.0025, -0.0023], [-0.0046, -0.0040, 0.0061], [-0.0193, 0.0055, -0.0089], [-0.0079, -0.0157, -0.0084], [0.0168, 0.0002, 0.0005], [0.0310, -0.1510, -0.0002], [-0.0026, 0.1311, -0.1442], [-0.1759, 0.0530, 0.1437], [0.0038, 0.0014, 0.0069], [-0.0053, -0.0014, 0.0057], [-0.0070, 0.0045, 0.0039], [-0.0004, 0.0064, -0.0019]], "nbo_charge": [1.3081, 0.0060, -0.1006, -0.1534, -0.2248, 0.4587, -0.7367, -0.3159, 0.4262, -0.6508, -0.1437, 0.2371, 0.2390, 0.1666, 0.2251, -0.8247, 0.1119, -0.2101, -0.1923, -0.2021, -0.1994, 0.0073, -0.1353, -0.1277, -0.2230, -0.2000, -0.2469, -0.1608, 0.4875, 0.4844, 0.2501, 0.2226, 0.2187, 0.2100, 0.2010, 0.2186, 0.2196, 0.2286, 0.1313, -0.1416, -0.2639, -0.1582, -0.1696, -0.1606, -0.2622, 0.7762, -0.7694, -0.7881, 0.2233, 0.2399, 0.2403, 0.2234]}


The calculation returns the following energy above the lowest of the compared OMol25 structures with the same formula, charge and spin values, one per record and in order: 0.2855, 0.9570, 1.5198, 0.0000 eV.
The calculation returns the following HOMO-LUMO gap values, one per record and in order: 9.1, 6.7, 9.1, 7.3 eV.